Entry 1:
DFT (ωB97M-V with the def2-TZVPD basis set) results for a cluster of 13 separate species, C58H139Cl12N9 in total.

Computed properties:
maximum force: 2.54 eV Å⁻¹
highest occupied orbital energy: -7.99 eV
LUMO energy: 0.012 hartree
HOMO-LUMO gap: 8.3224 eV
multiplicity: 1

Geometry (Å):
C: 2.50 2.65 -6.25
C: 1.32 1.73 -6.17
N: 1.67 0.34 -6.16
C: 2.24 -0.13 -7.40
C: 1.25 -0.15 -8.54
C: 0.55 -0.56 -5.73
C: 0.31 -0.51 -4.21
H: 2.84 2.76 -7.27
H: 3.40 2.29 -5.70
H: 2.27 3.71 -5.89
H: 0.76 1.90 -5.26
H: 0.66 1.93 -7.02
H: 3.06 0.56 -7.67
H: 2.63 -1.14 -7.27
H: 0.37 -0.73 -8.25
H: 0.93 0.84 -8.84
H: 1.65 -0.56 -9.47
H: 0.85 -1.59 -5.93
H: -0.41 -0.45 -6.24
H: -0.54 -1.09 -3.90
H: 0.07 0.48 -3.85
H: 1.23 -0.92 -3.75
C: -7.91 3.42 -1.29
C: -6.51 4.04 -1.23
N: -6.01 4.28 0.14
C: -4.61 4.60 0.08
C: -3.87 4.50 1.41
C: -6.87 5.05 0.98
C: -6.93 6.54 0.62
H: -8.59 4.15 -0.86
H: -7.95 2.54 -0.62
H: -8.22 3.08 -2.28
H: -5.78 3.34 -1.61
H: -6.40 4.96 -1.88
H: -4.15 3.93 -0.63
H: -4.42 5.63 -0.30
H: -4.11 3.58 1.96
H: -2.80 4.57 1.21
H: -4.16 5.33 2.06
H: -6.33 4.94 1.96
H: -7.83 4.58 1.09
H: -7.37 7.06 1.45
H: -7.42 6.74 -0.34
H: -5.94 7.00 0.59
C: 2.35 6.01 6.48
C: 1.45 5.95 5.27
N: 1.67 4.79 4.46
C: 2.92 4.81 3.69
C: 3.40 3.46 3.28
C: 0.59 4.49 3.55
C: -0.80 4.24 4.06
H: 2.00 6.71 7.24
H: 3.38 6.17 6.29
H: 2.22 5.00 6.84
H: 0.38 5.87 5.64
H: 1.53 6.81 4.65
H: 2.75 5.51 2.79
H: 3.70 5.23 4.29
H: 2.85 3.02 2.48
H: 4.46 3.55 3.03
H: 3.27 2.74 4.11
H: 0.76 3.58 3.00
H: 0.60 5.26 2.73
H: -1.43 4.03 3.17
H: -1.23 5.05 4.62
H: -0.80 3.33 4.68
C: 0.11 -4.00 -2.35
C: 1.50 -4.42 -1.79
N: 2.22 -5.43 -2.54
C: 1.59 -6.73 -2.50
C: 1.34 -7.27 -1.14
C: 2.40 -4.90 -3.90
C: 3.42 -5.69 -4.72
H: 0.10 -3.52 -3.33
H: -0.34 -3.36 -1.60
H: -0.54 -4.90 -2.40
H: 2.24 -3.62 -1.77
H: 1.45 -4.69 -0.73
H: 2.20 -7.45 -3.06
H: 0.64 -6.63 -3.12
H: 2.26 -7.20 -0.54
H: 1.01 -8.34 -1.24
H: 0.62 -6.64 -0.59
H: 1.46 -4.79 -4.48
H: 2.83 -3.90 -3.79
H: 3.52 -5.18 -5.68
H: 4.39 -5.77 -4.29
H: 3.13 -6.70 -4.97
C: 6.20 -2.96 3.50
C: 5.64 -3.38 2.19
N: 4.27 -2.88 2.04
C: 3.44 -3.65 1.12
C: 2.86 -4.92 1.85
C: 4.21 -1.48 1.61
C: 3.02 -0.67 2.15
H: 7.08 -3.53 3.72
H: 5.52 -3.17 4.31
H: 6.46 -1.91 3.52
H: 6.31 -2.98 1.39
H: 5.73 -4.46 2.17
H: 2.58 -3.05 0.81
H: 4.04 -4.01 0.27
H: 3.71 -5.46 2.29
H: 2.25 -4.58 2.72
H: 2.20 -5.48 1.18
H: 4.23 -1.31 0.48
H: 5.09 -0.93 1.89
H: 2.91 0.32 1.67
H: 3.15 -0.55 3.24
H: 2.07 -1.15 1.98
C: -7.14 -4.29 -3.02
C: -7.71 -2.89 -3.02
N: -6.77 -1.92 -3.54
C: -6.98 -0.57 -3.07
C: -6.45 -0.28 -1.64
C: -6.73 -1.99 -5.03
C: -5.48 -1.38 -5.62
H: -6.17 -4.31 -2.52
H: -6.98 -4.74 -4.00
H: -7.74 -4.98 -2.46
H: -8.70 -2.78 -3.51
H: -7.89 -2.65 -1.98
H: -6.39 0.01 -3.73
H: -8.05 -0.18 -3.19
H: -7.03 -0.81 -0.87
H: -5.44 -0.68 -1.56
H: -6.42 0.81 -1.38
H: -7.69 -1.59 -5.38
H: -6.71 -3.05 -5.30
H: -5.40 -0.31 -5.47
H: -5.48 -1.62 -6.71
H: -4.60 -1.89 -5.13
C: -0.88 3.40 7.95
C: 0.49 2.71 7.94
N: 0.39 1.31 8.40
C: 1.72 0.75 8.45
C: 1.78 -0.64 8.97
C: -0.40 0.47 7.52
C: -0.04 0.31 6.04
H: -1.59 2.87 7.28
H: -0.84 4.42 7.61
H: -1.34 3.43 8.94
H: 0.94 2.90 6.96
H: 1.17 3.20 8.62
H: 2.24 0.79 7.49
H: 2.30 1.44 9.11
H: 1.26 -0.88 9.92
H: 1.49 -1.41 8.23
H: 2.84 -0.81 9.21
H: -1.42 0.83 7.61
H: -0.41 -0.50 7.96
H: 0.94 -0.11 5.83
H: -0.21 1.25 5.54
H: -0.74 -0.44 5.66
C: 4.47 -0.79 -3.86
C: 4.86 -1.51 -2.57
N: 6.05 -2.32 -2.58
C: 6.60 -2.51 -1.25
C: 7.29 -1.32 -0.68
C: 5.72 -3.60 -3.21
C: 7.01 -4.31 -3.66
H: 4.17 -1.42 -4.70
H: 5.29 -0.14 -4.21
H: 3.67 -0.05 -3.68
H: 4.97 -0.73 -1.82
H: 4.05 -2.16 -2.22
H: 7.23 -3.36 -1.28
H: 5.72 -2.77 -0.63
H: 7.99 -1.67 0.07
H: 6.61 -0.55 -0.28
H: 7.88 -0.82 -1.49
H: 5.19 -4.23 -2.42
H: 5.02 -3.48 -4.02
H: 7.75 -4.26 -2.87
H: 6.87 -5.36 -3.94
H: 7.39 -3.80 -4.58
C: 0.88 -0.79 -0.82
C: -0.56 -0.27 -0.87
N: -1.18 -0.06 0.41
C: -0.58 1.04 1.17
C: -0.93 1.04 2.64
C: -2.62 -0.02 0.43
C: -3.18 1.26 -0.16
H: 1.60 -0.03 -0.49
H: 1.33 -1.25 -1.72
H: 0.92 -1.58 -0.06
H: -0.66 0.66 -1.51
H: -1.23 -0.96 -1.39
H: 0.46 0.98 0.99
H: -0.83 2.08 0.74
H: -0.27 1.67 3.22
H: -1.98 1.34 2.80
H: -0.81 0.07 3.15
H: -2.96 -0.08 1.47
H: -3.01 -0.94 -0.08
H: -2.67 1.55 -1.07
H: -3.05 2.10 0.54
H: -4.24 1.09 -0.37
C: -3.18 2.67 -4.76
Cl: -1.90 3.37 -3.77
Cl: -4.35 1.80 -3.70
Cl: -2.47 1.68 -5.98
H: -3.76 3.48 -5.23
C: -1.40 -2.99 2.16
Cl: 0.08 -3.03 3.19
Cl: -2.78 -2.62 3.20
Cl: -1.52 -4.41 1.17
H: -1.25 -2.11 1.52
C: -4.78 1.69 5.59
Cl: -3.22 2.39 5.18
Cl: -5.11 2.00 7.30
Cl: -4.79 -0.03 5.19
H: -5.57 2.24 5.07
C: 3.27 3.19 -1.22
Cl: 3.05 2.65 -2.89
Cl: 4.15 2.02 -0.26
Cl: 1.76 3.48 -0.46
H: 3.86 4.10 -1.19

---

Entry 2:
DFT (ωB97M-V with the def2-TZVPD basis set) results for a cluster of 13 separate species, C58H141Cl4N4O32P7 in total.

Computed properties:
maximum force: 3.93 eV Å⁻¹
highest occupied orbital energy: -8.78 eV
LUMO energy: 0.011 hartree
HOMO-LUMO gap: 9.0813 eV
multiplicity: 1

Geometry (Å):
C: 3.81 -1.24 -5.98
O: 3.07 -1.62 -5.09
N: 5.10 -1.67 -6.00
C: 5.99 -1.15 -7.08
C: 5.69 -2.57 -5.02
H: 3.54 -0.60 -6.84
H: 6.79 -1.75 -7.52
H: 6.54 -0.30 -6.69
H: 5.40 -0.77 -7.91
H: 6.33 -1.96 -4.39
H: 4.96 -3.07 -4.38
H: 6.38 -3.30 -5.45
C: -5.39 0.17 5.47
O: -6.27 -0.69 5.47
N: -4.82 0.64 4.33
C: -3.99 1.78 4.36
C: -4.78 -0.15 3.07
H: -5.08 0.65 6.41
H: -4.25 2.48 3.56
H: -2.96 1.47 4.22
H: -4.12 2.35 5.29
H: -5.52 0.38 2.46
H: -3.81 -0.26 2.60
H: -5.28 -1.09 3.29
C: -6.28 1.05 -0.97
O: -6.62 1.82 -0.05
N: -5.42 1.43 -1.91
C: -5.10 0.54 -3.01
C: -5.23 2.84 -2.20
H: -6.68 0.03 -1.09
H: -4.07 0.62 -3.37
H: -5.90 0.74 -3.71
H: -5.14 -0.49 -2.67
H: -4.19 3.16 -2.23
H: -5.76 3.15 -3.10
H: -5.60 3.53 -1.44
C: -1.37 -1.23 5.28
O: -1.99 -0.43 6.04
N: -1.94 -2.40 4.84
C: -1.27 -3.27 3.80
C: -3.39 -2.70 4.94
H: -0.32 -1.21 4.95
H: -1.69 -3.04 2.82
H: -1.28 -4.31 4.11
H: -0.21 -3.03 3.65
H: -3.89 -2.56 3.98
H: -3.48 -3.75 5.23
H: -3.80 -2.21 5.82
Cl: -0.38 0.66 2.13
C: 0.16 1.05 0.54
C: 1.09 0.00 0.04
Cl: 1.70 0.35 -1.56
H: 0.73 1.99 0.59
H: -0.73 1.04 -0.08
H: 0.49 -0.90 -0.12
H: 1.91 -0.16 0.74
Cl: -2.20 5.26 -4.04
C: -0.76 4.22 -3.82
C: -0.88 3.20 -2.70
Cl: -1.20 4.06 -1.23
H: 0.05 4.88 -3.50
H: -0.54 3.82 -4.81
H: 0.10 2.75 -2.53
H: -1.64 2.44 -2.91
C: 1.33 -3.83 -3.46
C: 0.52 -2.67 -3.02
O: -0.89 -2.86 -3.29
P: -1.96 -1.88 -2.60
O: -1.66 -0.40 -2.69
O: -2.04 -2.51 -1.12
C: -2.75 -1.88 -0.06
C: -4.19 -2.46 -0.01
O: -3.33 -2.30 -3.28
C: -3.83 -3.55 -3.28
C: -5.33 -3.42 -3.57
H: 1.10 -4.11 -4.48
H: 2.40 -3.62 -3.40
H: 1.27 -4.66 -2.75
H: 0.78 -2.41 -2.00
H: 0.83 -1.83 -3.64
H: -2.25 -2.06 0.89
H: -2.77 -0.79 -0.16
H: -4.74 -2.16 -0.91
H: -4.12 -3.55 -0.08
H: -4.75 -2.23 0.90
H: -3.33 -4.13 -4.05
H: -3.67 -4.15 -2.38
H: -5.72 -4.32 -4.05
H: -5.90 -3.10 -2.69
H: -5.45 -2.73 -4.40
C: 6.06 6.12 -5.27
C: 4.79 5.31 -4.84
O: 4.96 4.51 -3.69
P: 3.76 3.49 -3.21
O: 2.39 3.87 -3.62
O: 4.20 2.06 -3.76
C: 5.49 1.62 -3.56
C: 5.40 0.38 -2.77
O: 4.05 3.47 -1.61
C: 2.99 3.64 -0.68
C: 2.70 5.06 -0.38
H: 6.41 6.66 -4.39
H: 6.81 5.47 -5.72
H: 5.68 6.82 -6.01
H: 3.93 5.97 -4.79
H: 4.46 4.66 -5.66
H: 5.93 1.47 -4.54
H: 6.09 2.42 -3.11
H: 4.89 0.64 -1.84
H: 4.75 -0.33 -3.27
H: 6.36 -0.06 -2.47
H: 2.11 3.18 -1.13
H: 3.21 3.14 0.27
H: 3.53 5.76 -0.30
H: 2.09 5.62 -1.10
H: 2.20 5.17 0.59
C: 0.66 2.00 5.75
C: 1.39 3.01 6.64
O: 1.34 2.65 8.04
P: 2.06 3.55 9.16
O: 3.47 3.90 8.86
O: 1.06 4.84 9.37
C: 1.48 6.01 9.99
C: 1.12 5.90 11.51
O: 1.79 2.71 10.53
C: 0.47 2.28 10.90
C: 0.74 1.14 11.93
H: 0.11 2.39 4.89
H: 1.26 1.26 5.23
H: -0.04 1.45 6.38
H: 2.40 3.18 6.26
H: 0.76 3.89 6.55
H: 2.57 5.98 9.96
H: 1.03 6.91 9.56
H: 1.14 6.87 12.01
H: 0.24 5.28 11.67
H: 1.96 5.40 12.00
H: -0.12 3.06 11.38
H: -0.18 1.90 10.11
H: 1.40 1.24 12.79
H: -0.20 0.82 12.38
H: 1.19 0.30 11.41
C: 1.95 -11.54 1.02
C: 1.29 -10.99 -0.23
O: 0.76 -9.73 0.08
P: -0.27 -9.10 -1.05
O: -1.35 -10.01 -1.49
O: -0.73 -7.70 -0.27
C: 0.07 -6.48 -0.33
C: -0.84 -5.25 -0.33
O: 0.83 -8.63 -2.19
C: 0.47 -8.73 -3.54
C: 1.50 -7.97 -4.26
H: 2.39 -12.52 0.85
H: 2.74 -10.85 1.30
H: 1.34 -11.59 1.93
H: 2.00 -11.04 -1.06
H: 0.46 -11.63 -0.55
H: 0.76 -6.30 0.49
H: 0.65 -6.38 -1.25
H: -1.51 -5.20 0.53
H: -0.23 -4.35 -0.39
H: -1.45 -5.23 -1.23
H: 0.45 -9.79 -3.81
H: -0.49 -8.25 -3.70
H: 2.53 -8.03 -3.93
H: 1.53 -8.27 -5.30
H: 1.25 -6.91 -4.31
C: 0.64 0.95 -5.06
C: 1.16 1.65 -6.33
O: 0.28 1.40 -7.36
P: 0.31 0.03 -8.23
O: 1.66 -0.54 -8.58
O: -0.56 0.33 -9.56
C: -0.80 -0.77 -10.45
C: -2.14 -0.50 -11.14
O: -0.66 -0.96 -7.41
C: -1.91 -0.40 -7.06
C: -2.78 -1.55 -6.43
H: 0.54 -0.13 -5.16
H: 1.31 1.20 -4.24
H: -0.30 1.38 -4.69
H: 1.31 2.71 -6.14
H: 2.14 1.29 -6.62
H: 0.02 -0.85 -11.16
H: -0.85 -1.72 -9.92
H: -2.03 0.35 -11.81
H: -2.46 -1.20 -11.91
H: -2.97 -0.37 -10.44
H: -1.69 0.39 -6.34
H: -2.40 0.07 -7.92
H: -3.68 -1.19 -5.93
H: -3.04 -2.26 -7.21
H: -2.22 -2.19 -5.75
C: 1.31 -6.38 3.23
C: 2.69 -5.75 3.14
O: 2.75 -4.34 3.38
P: 2.76 -3.18 2.23
O: 1.47 -2.81 1.61
O: 3.55 -1.92 2.84
C: 2.98 -0.98 3.78
C: 3.96 0.15 4.17
O: 3.87 -3.72 1.14
C: 3.62 -3.50 -0.23
C: 4.34 -2.19 -0.72
H: 1.35 -7.39 2.83
H: 0.94 -6.27 4.25
H: 0.75 -5.77 2.52
H: 3.35 -6.22 3.87
H: 3.18 -5.86 2.17
H: 2.06 -0.59 3.33
H: 2.80 -1.52 4.71
H: 4.94 -0.26 4.44
H: 4.14 0.86 3.36
H: 3.57 0.68 5.03
H: 3.99 -4.43 -0.67
H: 2.56 -3.56 -0.47
H: 3.73 -1.31 -0.55
H: 5.28 -1.92 -0.26
H: 4.56 -2.25 -1.79
C: -0.12 5.04 2.85
C: 0.06 6.58 2.66
O: -0.89 7.29 3.41
P: -2.25 7.79 2.71
O: -2.13 8.53 1.43
O: -3.17 6.42 2.71
C: -3.58 5.76 3.90
C: -4.95 5.23 3.90
O: -2.99 8.61 3.86
C: -4.33 8.94 3.70
C: -4.47 10.41 3.37
H: 0.69 4.62 2.26
H: -0.12 4.55 3.82
H: -1.03 4.84 2.29
H: 1.05 6.88 2.99
H: -0.01 6.85 1.60
H: -2.82 5.07 4.26
H: -3.52 6.51 4.68
H: -5.10 4.62 3.01
H: -5.24 4.55 4.71
H: -5.67 6.04 3.84
H: -4.86 8.55 2.84
H: -4.98 8.67 4.53
H: -3.99 10.66 2.43
H: -5.53 10.60 3.20
H: -4.02 11.08 4.11